1.
{
  "formula": "C3H4N2OS2",
  "method": "ωB97M-V/def2-TZVPD",
  "homo_lumo_gap_ha": 0.262,
  "e_above_lowest_kj_mol": 475.6,
  "molar_mass_g_mol": 148.21,
  "total_energy_ha": -1097.673395,
  "smiles": "O/N=C/N(C=S)C=S",
  "homo_ev": -8.056,
  "symbols": ["C", "C", "C", "H", "H", "H", "H", "N", "N", "O", "S", "S"],
  "coordinates": [[-0.194, 1.332, -0.946], [-0.852, -0.292, 0.758], [1.012, -0.642, -0.892], [-2.185, 3.643, -1.248], [0.632, 2.059, -1.618], [-1.777, 0.380, 0.791], [1.208, -0.171, -1.891], [-1.281, 1.970, -0.804], [0.023, 0.015, -0.294], [-1.351, 3.120, -1.594], [-0.305, -1.092, 2.161], [1.676, -1.856, -0.231]],
  "forces_ev_per_angstrom": [[0.639, 2.516, -1.371], [1.449, 0.458, 2.965], [-0.047, 1.391, -1.957], [2.459, -1.798, -0.869], [-1.739, -3.112, 1.904], [1.295, -1.358, -0.418], [0.296, -0.647, 0.797], [-0.452, -0.652, 0.124], [-3.113, 4.647, -0.806], [-1.741, 1.238, 1.253], [-1.626, 1.005, -2.379], [2.580, -3.690, 0.756]]
}


2.
{
  "formula": "C3H2FO3Pd",
  "method": "ωB97M-V/def2-TZVPD",
  "spin_multiplicity": 4,
  "homo_lumo_gap_ha": [0.162, 0.242],
  "e_above_lowest_kj_mol": 82.1,
  "molar_mass_g_mol": 211.46,
  "total_energy_ha": -568.695847,
  "homo_ev": [-5.295, -8.860],
  "symbols": ["O", "C", "C", "H", "H", "F", "Pd", "O", "O", "C"],
  "coordinates": [[0.572, 0.354, 1.493], [0.651, -0.692, 0.759], [0.577, -0.593, -0.630], [0.478, -1.682, 1.207], [0.533, -1.410, -1.344], [1.251, 0.544, -1.098], [0.799, 1.754, 0.419], [-2.378, -0.256, -0.062], [-1.006, 1.540, -0.389], [-1.478, 0.440, -0.356]],
  "forces_ev_per_angstrom": [[-0.185, -2.794, 5.607], [-0.016, -3.873, -2.262], [-1.050, -1.875, 1.521], [-0.063, 0.504, -0.070], [0.268, 0.294, 0.257], [1.090, -0.245, -2.628], [1.757, 7.637, -1.116], [0.006, 0.214, -0.083], [-1.225, 3.264, -0.820], [-0.582, -3.127, -0.406]]
}


3.
{
  "formula": "C6H14O",
  "method": "ωB97M-V/def2-TZVPD",
  "homo_lumo_gap_ha": [0.225, 0.248],
  "e_above_lowest_kj_mol": 1087.2,
  "molar_mass_g_mol": 102.18,
  "total_energy_ha": -311.840925,
  "homo_ev": [-8.099, -8.319],
  "symbols": ["C", "C", "C", "C", "C", "C", "O", "H", "H", "H", "H", "H", "H", "H", "H", "H", "H", "H", "H", "H", "H"],
  "coordinates": [[2.438, 0.700, -0.311], [1.117, 0.070, 0.191], [1.115, -1.528, 0.092], [-0.122, 0.468, -0.658], [-1.277, 0.772, 0.216], [-2.589, 0.569, -0.417], [-0.925, -1.935, 2.616], [3.307, 0.286, 0.223], [2.453, 1.785, -0.112], [2.535, 0.537, -1.388], [1.103, 0.393, 1.261], [1.901, -1.820, 0.775], [1.450, -1.713, -0.947], [0.255, -2.422, 0.359], [-0.419, -0.297, -1.397], [-0.045, 1.356, -1.348], [-1.053, 1.672, 0.792], [-2.727, -0.483, -0.671], [-2.613, 1.121, -1.367], [-3.413, 0.944, 0.168], [-2.488, -0.475, 1.924]],
  "forces_ev_per_angstrom": [[-0.306, -0.402, -0.075], [-0.433, -1.036, -0.029], [-0.132, -1.304, 0.316], [-0.166, -0.309, 0.343], [-0.602, 0.525, -0.358], [-0.573, 0.200, -0.303], [-0.561, 0.646, -0.304], [-0.270, -0.057, -0.281], [-0.203, -0.340, -0.144], [0.272, 0.032, 0.095], [-0.915, -0.328, -0.754], [0.492, -0.418, -0.022], [-0.080, -0.281, 0.469], [1.654, 3.592, -0.686], [0.432, -0.140, 0.499], [0.279, -0.094, 0.995], [-0.592, -0.504, 0.648], [-0.110, 0.132, 0.080], [0.206, 0.053, -0.196], [-0.222, -0.139, 0.256], [1.834, 0.173, -0.548]]
}


4.
{
  "formula": "C4H4OSi",
  "method": "ωB97M-V/def2-TZVPD",
  "homo_lumo_gap_ha": 0.312,
  "e_above_lowest_kj_mol": 0.0,
  "molar_mass_g_mol": 96.16,
  "total_energy_ha": -519.277920,
  "homo_ev": -10.393,
  "symbols": ["C", "C", "C", "C", "O", "Si", "H", "H", "H", "H"],
  "coordinates": [[2.713, 0.368, 0.344], [-0.929, -1.577, 1.272], [1.792, 0.472, -0.443], [-0.986, -0.616, 0.540], [0.270, 0.824, -1.593], [-1.169, 0.667, -0.834], [3.484, 0.418, 0.939], [-1.386, -2.242, 1.907], [-1.838, 1.878, -0.367], [-1.953, -0.193, -1.765]],
  "forces_ev_per_angstrom": [[-5.567, 0.362, -4.570], [-0.591, 1.763, -1.128], [-2.960, 1.003, -1.621], [0.334, 0.775, -0.528], [5.726, -0.648, 2.525], [-0.569, -2.516, 1.351], [3.661, -0.057, 2.835], [-0.015, -1.611, 1.282], [0.094, 0.203, 0.005], [-0.113, 0.726, -0.152]]
}


5.
{
  "formula": "C4H7NO",
  "method": "ωB97M-V/def2-TZVPD",
  "homo_lumo_gap_ha": 0.364,
  "e_above_lowest_kj_mol": 245.9,
  "molar_mass_g_mol": 85.11,
  "total_energy_ha": -286.537984,
  "smiles": "O/C=C/[C@H]1CN1",
  "homo_ev": -8.816,
  "symbols": ["O", "C", "C", "C", "N", "C", "H", "H", "H", "H", "H", "H", "H"],
  "coordinates": [[2.148, 1.785, -0.704], [1.226, 0.790, -0.676], [-0.445, -1.578, 0.228], [-0.954, -0.210, -0.021], [-0.779, -0.706, 1.352], [-0.054, 0.925, -0.336], [1.758, 2.561, -0.279], [1.671, -0.160, -0.957], [-1.092, -2.429, 0.023], [0.610, -1.790, 0.078], [-1.978, -0.139, -0.392], [-1.675, -0.961, 1.757], [-0.435, 1.913, -0.073]],
  "forces_ev_per_angstrom": [[-0.067, 0.260, 0.016], [-0.297, -0.221, -0.016], [0.112, -0.215, -0.169], [-0.049, 0.089, -0.200], [-0.198, -0.106, 0.268], [0.252, 0.003, 0.049], [0.136, -0.030, -0.148], [-0.100, 0.118, 0.052], [0.016, 0.208, -0.058], [-0.155, 0.049, 0.219], [0.195, 0.016, 0.096], [0.076, -0.107, -0.056], [0.079, -0.066, -0.051]]
}


6.
{
  "formula": "C22H30O2SiZn",
  "method": "ωB97M-V/def2-TZVPD",
  "homo_lumo_gap_ha": 0.165,
  "e_above_lowest_kj_mol": 331.3,
  "molar_mass_g_mol": 419.96,
  "total_energy_ha": -3075.332150,
  "homo_ev": -5.301,
  "symbols": ["C", "C", "C", "H", "C", "C", "H", "H", "H", "H", "Zn", "C", "H", "H", "H", "Si", "C", "C", "H", "C", "H", "C", "H", "C", "H", "C", "H", "C", "C", "H", "C", "H", "C", "H", "C", "H", "C", "H", "H", "H", "C", "O", "C", "C", "O", "C", "H", "H", "H", "H", "H", "H", "H", "H", "H", "H"],
  "coordinates": [[0.597, 2.181, 0.142], [-0.572, 2.066, -0.651], [-1.548, 1.390, 0.145], [-0.704, 2.432, -1.639], [-1.013, 1.098, 1.399], [0.324, 1.590, 1.424], [1.029, 1.556, 2.273], [1.544, 2.610, -0.163], [-2.571, 1.114, -0.197], [-1.497, 0.596, 2.263], [-0.906, -2.741, -0.726], [-0.886, -2.845, -2.563], [-1.732, -3.536, -2.621], [0.097, -3.347, -2.713], [-0.863, -2.025, -3.225], [0.480, 0.449, -3.433], [1.919, -0.565, -3.951], [2.941, 0.373, -4.217], [2.777, 1.431, -4.021], [4.106, -0.046, -4.844], [4.862, 0.720, -5.067], [4.359, -1.383, -5.169], [5.258, -1.642, -5.732], [3.361, -2.319, -4.915], [3.540, -3.372, -5.166], [2.156, -1.895, -4.335], [1.371, -2.604, -4.226], [-1.046, 0.569, -4.421], [-0.709, 1.102, -5.678], [0.161, 0.687, -6.170], [-1.469, 2.164, -6.126], [-1.035, 2.784, -6.909], [-2.698, 2.493, -5.515], [-3.177, 3.431, -5.762], [-3.206, 1.627, -4.576], [-4.208, 1.751, -4.198], [-2.389, 0.623, -4.026], [-2.834, -0.084, -3.326], [0.193, -0.284, -2.111], [0.686, 1.863, -3.171], [2.065, -1.440, -0.090], [0.854, -2.148, 0.232], [0.844, -2.749, 1.521], [-0.551, -2.843, 2.095], [-1.542, -2.419, 1.115], [-2.796, -2.106, 1.736], [2.937, -2.129, -0.160], [2.267, -0.678, 0.687], [1.963, -0.909, -1.058], [1.307, -3.722, 1.423], [1.481, -2.163, 2.151], [-0.827, -3.881, 2.305], [-0.645, -2.202, 2.972], [-3.291, -3.052, 1.967], [-2.606, -1.595, 2.686], [-3.411, -1.482, 1.069]],
  "forces_ev_per_angstrom": [[-0.616, -0.561, 0.586], [0.076, -0.648, 1.852], [-0.923, -0.117, -1.256], [-0.193, 0.244, -0.577], [0.848, -0.285, 0.946], [0.348, 0.049, -0.521], [-0.493, 0.032, -0.484], [-0.088, 0.111, 0.047], [0.759, 0.357, 0.280], [0.152, 0.441, -0.675], [0.307, 2.248, 1.372], [0.615, -2.267, -0.090], [0.225, -0.079, -1.328], [-0.784, -0.265, -0.132], [-0.678, 1.093, -0.346], [-1.379, -2.332, 3.242], [1.258, 1.087, -1.644], [0.351, -1.024, -0.509], [0.220, -0.165, 0.048], [1.057, 0.483, 0.053], [-0.242, -0.421, -0.014], [-0.491, 0.582, -0.249], [-0.197, -0.016, 0.402], [-0.022, 0.103, 0.329], [-0.311, 0.465, 0.074], [0.366, 0.389, -0.013], [-0.485, -0.549, 0.106], [-0.744, -1.544, -1.257], [-0.810, 0.564, 0.900], [0.416, 0.693, -0.099], [-0.177, 0.385, -0.599], [-0.461, -0.101, -0.122], [1.224, 0.125, -0.490], [-0.231, -0.187, -0.161], [0.047, -0.708, 0.343], [-0.165, 0.015, 0.034], [-0.044, 0.761, -0.211], [0.482, 0.483, 0.400], [-0.145, 0.743, -0.573], [0.797, 0.200, -0.131], [0.917, 0.529, -0.214], [-0.263, -0.070, -0.015], [0.887, 0.155, -0.718], [-1.055, -0.089, -0.347], [0.690, 0.087, 0.338], [-0.475, -0.169, 0.110], [-0.652, 0.139, 0.090], [-0.334, -0.340, -0.338], [-0.344, -0.520, 0.680], [0.081, -0.503, 0.110], [0.222, 0.417, 0.602], [0.271, 0.109, 0.503], [-0.083, -0.106, -0.076], [-0.215, 0.064, -0.078], [-0.022, 0.173, -0.405], [0.509, -0.261, 0.223]]
}